Model w:
{"formula": "C61H60FeN6O2P2Si", "method": "ωB97M-V/def2-TZVPD", "elements": ["Fe", "C", "Si", "C", "C", "C", "C", "C", "C", "P", "C", "C", "C", "C", "C", "C", "C", "C", "C", "C", "C", "C", "C", "C", "C", "C", "C", "C", "P", "C", "C", "C", "C", "C", "C", "C", "C", "C", "C", "C", "C", "H", "H", "H", "H", "H", "H", "H", "H", "H", "H", "H", "H", "H", "H", "H", "H", "H", "H", "H", "H", "H", "H", "H", "H", "H", "H", "H", "H", "H", "H", "H", "C", "N", "C", "C", "C", "N", "C", "O", "N", "H", "H", "H", "H", "H", "H", "H", "C", "C", "C", "C", "C", "C", "H", "H", "H", "H", "H", "H", "H", "H", "H", "C", "C", "C", "C", "C", "N", "C", "O", "N", "C", "C", "C", "C", "N", "C", "C", "C", "H", "H", "H", "H", "H", "H", "H", "H", "H", "H", "H", "H", "H"], "coordinates": [[-0.935, 0.155, -0.750], [-3.852, -1.498, 3.120], [-2.659, -1.660, 1.635], [-3.488, -2.710, 0.302], [-4.550, -3.534, 0.699], [-5.018, -4.562, -0.085], [-4.421, -4.817, -1.317], [-3.420, -3.985, -1.762], [-2.947, -2.934, -0.977], [-1.729, -1.813, -1.769], [-0.591, -3.101, -2.415], [-0.294, -4.210, -1.622], [0.645, -5.136, -2.032], [1.317, -4.965, -3.232], [1.047, -3.856, -4.015], [0.104, -2.928, -3.613], [-2.794, -1.450, -3.224], [-2.777, -2.098, -4.454], [-3.698, -1.770, -5.434], [-4.644, -0.785, -5.202], [-4.680, -0.145, -3.971], [-3.770, -0.482, -2.989], [-1.152, -2.649, 2.216], [-1.393, -3.800, 2.971], [-0.380, -4.653, 3.351], [0.928, -4.381, 2.962], [1.195, -3.257, 2.212], [0.176, -2.381, 1.833], [0.549, -0.873, 0.874], [2.228, -1.325, 0.293], [2.284, -2.045, -0.897], [3.493, -2.457, -1.418], [4.671, -2.141, -0.760], [4.628, -1.443, 0.437], [3.413, -1.042, 0.963], [0.915, 0.304, 2.235], [1.225, -0.077, 3.539], [1.408, 0.880, 4.519], [1.318, 2.228, 4.211], [1.023, 2.618, 2.912], [0.794, 1.662, 1.941], [-4.141, -2.453, 3.537], [-4.755, -0.983, 2.817], [-3.388, -0.926, 3.914], [-5.016, -3.355, 1.655], [-5.835, -5.179, 0.259], [-4.747, -5.650, -1.921], [-2.983, -4.155, -2.737], [-0.795, -4.332, -0.672], [0.857, -5.995, -1.414], [2.057, -5.684, -3.550], [1.577, -3.709, -4.945], [-0.079, -2.055, -4.224], [-2.066, -2.885, -4.652], [-3.676, -2.293, -6.381], [-5.360, -0.532, -5.972], [-5.421, 0.619, -3.785], [-3.802, -0.005, -2.017], [-2.408, -4.030, 3.259], [-0.602, -5.535, 3.933], [1.730, -5.049, 3.236], [2.214, -3.060, 1.912], [1.362, -2.281, -1.401], [3.518, -3.022, -2.338], [5.621, -2.456, -1.169], [5.543, -1.226, 0.971], [3.383, -0.547, 1.922], [1.313, -1.125, 3.784], [1.629, 0.575, 5.531], [1.473, 2.974, 4.976], [0.971, 3.672, 2.671], [0.493, 1.944, 0.935], [-1.077, 3.372, -5.653], [-1.796, 3.108, -4.429], [-2.907, 3.816, -4.101], [-3.548, 3.553, -2.925], [-2.984, 2.585, -2.073], [-1.892, 1.878, -2.394], [-1.330, 2.050, -3.610], [-0.440, 1.346, -4.051], [-3.574, 2.321, -0.886], [-1.587, 4.158, -6.204], [-1.019, 2.468, -6.261], [-0.056, 3.695, -5.432], [-3.239, 4.583, -4.785], [-4.447, 4.075, -2.647], [-4.389, 2.841, -0.623], [-3.165, 1.645, -0.252], [-2.577, 2.303, 3.994], [-3.006, 2.484, 2.529], [-4.534, 2.650, 2.481], [-2.323, 3.718, 1.931], [-2.635, 1.256, 1.830], [-2.375, 0.181, 1.299], [-2.790, 3.208, 4.557], [-1.514, 2.090, 4.061], [-3.122, 1.479, 4.448], [-4.842, 3.446, 3.156], [-5.028, 1.732, 2.788], [-4.875, 2.906, 1.482], [-2.676, 4.616, 2.432], [-2.534, 3.806, 0.868], [-1.249, 3.649, 2.063], [5.994, 3.404, 5.996], [5.639, 3.122, 4.567], [4.714, 2.144, 4.229], [4.391, 1.900, 2.909], [4.992, 2.615, 1.880], [4.606, 2.333, 0.564], [5.135, 2.862, -0.579], [6.055, 3.653, -0.632], [4.569, 2.418, -1.757], [3.478, 1.596, -2.044], [3.544, 0.776, -3.179], [2.446, -0.011, -3.480], [1.336, 0.049, -2.665], [1.241, 0.853, -1.599], [2.299, 1.618, -1.314], [5.930, 3.589, 2.211], [6.237, 3.834, 3.535], [5.325, 2.876, 6.671], [5.935, 4.473, 6.200], [7.017, 3.083, 6.198], [4.230, 1.568, 5.004], [3.649, 1.157, 2.678], [3.940, 1.578, 0.466], [5.109, 2.697, -2.564], [4.423, 0.780, -3.805], [2.452, -0.657, -4.342], [0.451, -0.521, -2.891], [2.190, 2.294, -0.476], [6.409, 4.151, 1.428], [6.957, 4.606, 3.768]], "homo_energy_ev": [-3.05, -6.25], "multiplicity": 5, "s_squared": 6.0585, "orbital_gap_ev": [3.51, 6.71]}

---

Model x:
{"formula": "C61H60FeN6O2P2Si", "method": "ωB97M-V/def2-TZVPD", "elements": ["Fe", "C", "Si", "C", "C", "C", "C", "C", "C", "P", "C", "C", "C", "C", "C", "C", "C", "C", "C", "C", "C", "C", "C", "C", "C", "C", "C", "C", "P", "C", "C", "C", "C", "C", "C", "C", "C", "C", "C", "C", "C", "H", "H", "H", "H", "H", "H", "H", "H", "H", "H", "H", "H", "H", "H", "H", "H", "H", "H", "H", "H", "H", "H", "H", "H", "H", "H", "H", "H", "H", "H", "H", "C", "N", "C", "C", "C", "N", "C", "O", "N", "H", "H", "H", "H", "H", "H", "H", "C", "C", "C", "C", "C", "C", "H", "H", "H", "H", "H", "H", "H", "H", "H", "C", "C", "C", "C", "C", "N", "C", "O", "N", "C", "C", "C", "C", "N", "C", "C", "C", "H", "H", "H", "H", "H", "H", "H", "H", "H", "H", "H", "H", "H"], "coordinates": [[0.391, 0.275, -0.446], [-1.778, -1.409, 3.445], [-1.019, -1.303, 1.698], [-2.162, -2.290, 0.562], [-3.148, -3.065, 1.185], [-4.030, -3.849, 0.463], [-3.973, -3.839, -0.923], [-3.018, -3.069, -1.561], [-2.092, -2.315, -0.836], [-0.770, -1.383, -1.721], [0.042, -2.791, -2.582], [-0.143, -4.129, -2.241], [0.489, -5.134, -2.963], [1.315, -4.816, -4.031], [1.518, -3.483, -4.370], [0.894, -2.482, -3.646], [-1.795, -0.786, -3.142], [-1.890, -1.377, -4.401], [-2.753, -0.861, -5.358], [-3.526, 0.255, -5.076], [-3.452, 0.840, -3.820], [-2.605, 0.314, -2.861], [0.630, -2.159, 2.108], [0.534, -3.453, 2.629], [1.567, -4.020, 3.354], [2.706, -3.271, 3.622], [2.842, -2.010, 3.070], [1.833, -1.460, 2.273], [2.066, 0.107, 1.340], [3.902, 0.074, 1.051], [4.591, -1.121, 0.827], [5.950, -1.127, 0.563], [6.658, 0.064, 0.499], [5.989, 1.260, 0.703], [4.626, 1.263, 0.968], [2.080, 1.372, 2.678], [2.072, 1.074, 4.038], [2.176, 2.085, 4.982], [2.283, 3.408, 4.580], [2.255, 3.720, 3.228], [2.130, 2.710, 2.286], [-1.791, -2.427, 3.844], [-2.798, -1.020, 3.476], [-1.172, -0.804, 4.123], [-3.234, -3.038, 2.264], [-4.765, -4.456, 0.977], [-4.668, -4.431, -1.505], [-2.980, -3.062, -2.643], [-0.796, -4.389, -1.418], [0.332, -6.172, -2.694], [1.798, -5.605, -4.594], [2.167, -3.233, -5.200], [1.041, -1.441, -3.915], [-1.303, -2.250, -4.649], [-2.828, -1.347, -6.323], [-4.186, 0.664, -5.830], [-4.061, 1.705, -3.586], [-2.559, 0.746, -1.870], [-0.376, -4.022, 2.464], [1.475, -5.027, 3.741], [3.492, -3.673, 4.249], [3.744, -1.443, 3.256], [4.061, -2.059, 0.873], [6.464, -2.069, 0.412], [7.723, 0.058, 0.308], [6.527, 2.199, 0.666], [4.132, 2.210, 1.125], [1.985, 0.046, 4.364], [2.177, 1.834, 6.036], [2.373, 4.193, 5.319], [2.317, 4.754, 2.913], [2.056, 2.956, 1.230], [4.300, 1.795, -3.121], [4.111, 0.426, -2.669], [4.948, -0.569, -3.049], [4.762, -1.826, -2.582], [3.679, -2.052, -1.709], [2.818, -1.094, -1.386], [3.010, 0.148, -1.863], [2.258, 1.099, -1.593], [3.531, -3.242, -1.079], [5.327, 1.926, -3.456], [4.091, 2.466, -2.292], [3.618, 2.034, -3.938], [5.746, -0.293, -3.722], [5.431, -2.625, -2.866], [3.863, -4.050, -1.582], [2.625, -3.363, -0.647], [-1.597, 2.912, 4.018], [-1.892, 2.902, 2.506], [-3.407, 3.060, 2.286], [-1.157, 4.063, 1.825], [-1.435, 1.611, 1.983], [-1.086, 0.545, 1.518], [-1.875, 3.882, 4.435], [-0.537, 2.740, 4.206], [-2.173, 2.137, 4.527], [-3.788, 3.836, 2.952], [-3.937, 2.131, 2.500], [-3.624, 3.358, 1.260], [-1.604, 5.008, 2.143], [-1.229, 3.980, 0.740], [-0.108, 4.059, 2.102], [0.635, 8.499, -0.418], [-0.651, 7.846, -0.849], [-1.287, 8.217, -2.027], [-2.449, 7.589, -2.442], [-3.011, 6.568, -1.683], [-4.215, 5.988, -2.126], [-4.808, 4.790, -1.791], [-6.022, 4.655, -1.851], [-3.997, 3.764, -1.361], [-2.683, 3.433, -1.778], [-2.106, 3.921, -2.970], [-0.787, 3.506, -3.257], [-0.122, 2.663, -2.405], [-0.690, 2.139, -1.275], [-1.967, 2.552, -1.000], [-2.401, 6.211, -0.482], [-1.236, 6.841, -0.084], [0.842, 9.386, -1.015], [1.472, 7.806, -0.535], [0.596, 8.796, 0.632], [-0.867, 9.010, -2.635], [-2.932, 7.889, -3.366], [-4.848, 6.602, -2.610], [-4.528, 3.007, -0.962], [-2.655, 4.550, -3.652], [-0.299, 3.840, -4.165], [0.896, 2.372, -2.608], [-2.430, 2.126, -0.116], [-2.845, 5.450, 0.144], [-0.772, 6.553, 0.853]], "homo_energy_ev": [-3.29, -6.29], "multiplicity": 5, "s_squared": 6.0855, "orbital_gap_ev": [3.26, 6.27]}

---

It is model x that is the most stable of them.

---

Model w:
{"formula": "C4H11NO3", "method": "ωB97M-V/def2-TZVPD", "elements": ["N", "C", "O", "C", "C", "C", "O", "H", "H", "H", "H", "H", "H", "H", "H", "H", "O", "H", "H"], "coordinates": [[0.462, -1.871, -1.825], [0.509, -1.054, -0.752], [0.171, -1.431, 0.356], [1.009, 0.352, -1.012], [-0.005, 1.461, -0.735], [-1.186, 1.141, 0.165], [-2.029, 2.299, 0.137], [0.868, -1.626, -2.721], [0.200, -2.835, -1.713], [1.836, 0.446, -0.308], [1.437, 0.414, -2.009], [0.448, 2.402, -0.435], [-0.513, 1.711, -1.675], [-1.726, 0.296, -0.264], [-0.886, 0.926, 1.180], [-2.371, 2.482, 1.019], [1.111, -0.963, 3.056], [1.056, -1.314, 2.158], [0.239, -1.084, 3.438]], "homo_energy_ev": -10.16, "smiles": "NC(=O)CCCO.O", "orbital_gap_ev": 10.86}

---

Model x:
{"formula": "C4H11NO3", "method": "ωB97M-V/def2-TZVPD", "elements": ["C", "C", "C", "O", "N", "C", "O", "H", "H", "H", "H", "H", "H", "H", "H", "H", "O", "H", "H"], "coordinates": [[0.666, 0.140, -1.145], [-0.064, 1.246, -0.307], [-0.382, 2.284, -1.362], [0.434, 3.069, -1.770], [-1.334, 0.804, 0.260], [-1.223, -0.009, 1.444], [-1.139, -1.370, 1.102], [-0.094, -0.441, -1.678], [1.215, 0.539, -2.002], [1.231, -0.525, -0.497], [0.649, 1.608, 0.417], [-1.415, 2.464, -1.701], [-1.812, 0.279, -0.451], [-0.365, 0.327, 2.033], [-2.127, 0.178, 2.031], [-1.064, -2.041, 1.782], [2.384, -2.706, 0.980], [2.903, -2.771, 0.163], [1.537, -3.075, 0.701]], "homo_energy_ev": -9.36, "smiles": "C[C@@H](C=O)NCO.O", "orbital_gap_ev": 9.87}

---

Model y:
{"formula": "C4H11NO3", "method": "ωB97M-V/def2-TZVPD", "elements": ["N", "C", "O", "C", "C", "C", "O", "H", "H", "H", "H", "H", "H", "H", "H", "H", "O", "H", "H"], "coordinates": [[0.118, -2.951, -0.674], [0.374, -1.624, -0.673], [1.453, -1.198, -1.048], [-0.698, -0.627, -0.195], [-0.271, 0.003, 1.099], [-0.330, 1.520, 1.202], [-0.013, 1.938, 2.528], [-0.783, -3.364, -0.653], [0.969, -3.471, -0.833], [-0.743, 0.057, -1.045], [-1.666, -1.121, -0.113], [-0.778, -0.475, 1.955], [0.725, -0.238, 1.498], [0.473, 1.892, 0.559], [-1.305, 1.956, 1.011], [0.893, 1.899, 2.809], [0.364, 2.345, -2.436], [0.319, 1.672, -3.147], [0.898, 1.786, -1.844]], "homo_energy_ev": -9.98, "smiles": "NC(=O)CCCO.O", "orbital_gap_ev": 10.67}

---

It is model w that is the most stable of them.